Record 1
{
  "formula": "C4H6N4",
  "method": "ωB97M-V with the def2-TZVPD basis set",
  "species": ["C", "N", "N", "C", "N", "N", "C", "C", "H", "H", "H", "H", "H", "H"],
  "coordinates": [[1.338171, 1.111724, -0.306983], [2.075996, 0.102607, -0.255882], [1.421590, -0.978980, 0.168403], [0.027046, -0.729932, 0.255438], [-0.976938, -1.268453, -0.102034], [-2.066049, -0.376421, -0.191703], [-1.475134, 1.125385, 0.032866], [-0.075566, 0.798969, 0.461292], [2.024037, 1.961562, -0.511353], [1.845855, -2.054742, 0.024479], [-2.685472, -0.397451, -0.996727], [-2.057809, 1.632979, 0.973500], [-1.435270, 1.717239, -1.007401], [0.239361, 0.952267, 1.530342]],
  "forces_ev_per_angstrom": [[-1.06, 1.91, 1.13], [1.42, -1.81, -0.73], [-0.22, -6.07, 0.89], [4.67, 4.48, 0.86], [-4.93, -3.04, -2.85], [0.79, 2.81, 1.89], [-1.29, -0.08, -0.12], [3.28, -0.35, -0.24], [-1.69, 0.34, 0.13], [-1.49, 4.41, 0.24], [0.81, -0.84, -0.07], [1.15, -1.02, -2.91], [-0.61, -1.06, 2.54], [-0.83, 0.32, -0.74]],
  "smiles": "C1=NNC2=NNC[C@H]12",
  "homo_lumo_gap_ev": 9.133,
  "e_above_lowest_ev": 4.988,
  "lumo_ev": 0.9381,
  "e_homo_ev": -8.195,
  "e_tot_ev": -10200.9521,
  "charge": 0
}

***

Record 2
{
  "formula": "C54H43AsN6O3PPbS5",
  "method": "ωB97M-V with the def2-TZVPD basis set",
  "species": ["Pb", "C", "S", "C", "S", "N", "N", "C", "C", "C", "C", "C", "C", "N", "H", "H", "H", "H", "H", "H", "H", "H", "O", "S", "O", "O", "C", "C", "C", "C", "C", "C", "P", "C", "C", "C", "C", "C", "C", "C", "C", "C", "C", "C", "C", "H", "H", "H", "H", "H", "H", "H", "H", "H", "H", "H", "H", "H", "H", "N", "C", "C", "C", "C", "C", "C", "N", "C", "C", "C", "S", "C", "N", "H", "H", "H", "H", "H", "H", "H", "S", "C", "C", "C", "C", "C", "C", "As", "C", "C", "C", "C", "C", "C", "C", "C", "C", "C", "C", "C", "H", "H", "H", "H", "H", "H", "H", "H", "H", "H", "H", "H", "H", "H"],
  "coordinates": [[-0.053198, -0.021118, -0.020202], [4.314148, 3.583254, 2.313276], [4.398926, 3.167426, 0.563954], [2.841061, 2.368460, 0.217749], [1.690984, 2.052425, 1.413949], [2.827406, 2.122569, -1.076646], [1.768637, 1.392975, -1.524222], [1.620328, 1.416032, -2.796552], [0.556423, 0.679102, -3.483718], [0.428405, 0.813164, -4.865346], [-0.564151, 0.106271, -5.521513], [-1.398717, -0.716561, -4.785205], [-1.212723, -0.785981, -3.411889], [-0.262544, -0.108932, -2.775530], [5.308041, 3.453516, 2.739997], [3.612329, 2.908751, 2.800799], [3.981280, 4.611005, 2.448603], [2.304692, 2.006245, -3.407526], [1.103805, 1.464942, -5.403959], [-0.684302, 0.200255, -6.593539], [-2.187357, -1.290634, -5.251423], [-1.845220, -1.400968, -2.780696], [-3.457721, 0.153016, 2.162989], [-2.732062, 1.377857, 2.448464], [-2.790402, 1.809472, 3.829203], [-1.371745, 1.384074, 1.890988], [-3.588424, 2.663661, 1.530805], [-4.796158, 3.076499, 2.090948], [-5.534404, 4.091304, 1.516006], [-5.059183, 4.715883, 0.369365], [-3.867875, 4.299747, -0.192311], [-3.113995, 3.259919, 0.364752], [-1.543449, 2.785141, -0.500625], [-2.089242, 3.082189, -2.236617], [-1.781517, 4.174458, -3.040644], [-2.253355, 4.247636, -4.345837], [-3.047758, 3.235548, -4.861248], [-3.362740, 2.140211, -4.066471], [-2.876526, 2.060220, -2.772837], [-0.498104, 4.230020, -0.107415], [0.640148, 4.489295, -0.869906], [1.536926, 5.475232, -0.492222], [1.310985, 6.214998, 0.659890], [0.187206, 5.957073, 1.431158], [-0.710064, 4.969753, 1.053251], [-5.129228, 2.592088, 2.999172], [-6.469785, 4.404413, 1.962872], [-5.615245, 5.525863, -0.086061], [-3.512020, 4.790610, -1.089177], [-1.179650, 4.983892, -2.648302], [-2.002846, 5.106575, -4.956580], [-3.418484, 3.296871, -5.877002], [-3.976853, 1.339370, -4.459123], [-3.109738, 1.190777, -2.164199], [0.855089, 3.887858, -1.744142], [2.430902, 5.637303, -1.080736], [2.016989, 6.978759, 0.962492], [0.013330, 6.513747, 2.343591], [-1.563180, 4.754458, 1.684034], [3.677237, -0.541381, 3.092921], [4.629905, -0.294475, 2.123560], [5.948123, 0.140235, 2.182916], [6.609993, 0.275479, 0.976740], [5.982250, -0.014386, -0.244114], [4.671772, -0.444117, -0.294624], [3.989100, -0.581794, 0.911839], [2.686504, -0.980672, 1.148152], [2.539281, -0.931582, 2.441912], [1.288836, -1.219286, 3.140052], [1.100643, -1.346313, 4.483471], [-0.556730, -1.607871, 4.806406], [-0.893271, -1.537293, 3.129740], [0.150131, -1.342797, 2.387881], [3.757958, -0.356901, 4.075548], [6.433304, 0.374265, 3.121683], [7.634904, 0.623596, 0.972488], [6.536426, 0.117970, -1.164088], [4.172359, -0.651878, -1.232604], [1.829835, -1.304948, 5.274698], [-1.899291, -1.611297, 2.737858], [-2.214211, -2.067130, -0.233358], [-1.861904, -3.449015, -1.263469], [-2.944729, -4.164838, -1.807651], [-2.756244, -5.273090, -2.610583], [-1.471063, -5.716382, -2.907681], [-0.390194, -5.027036, -2.383904], [-0.570200, -3.907858, -1.573926], [0.941592, -2.931435, -0.814147], [2.342875, -3.507835, -2.051754], [3.121785, -4.653671, -1.931926], [4.087212, -4.951805, -2.885792], [4.281592, -4.111382, -3.971755], [3.506692, -2.966972, -4.102358], [2.550218, -2.666712, -3.144335], [1.284737, -4.048798, 0.748962], [0.209137, -4.626109, 1.416458], [0.404155, -5.291125, 2.619692], [1.675740, -5.391402, 3.165527], [2.753724, -4.817493, 2.505059], [2.556703, -4.140945, 1.309569], [-3.945123, -3.821646, -1.574860], [-3.617988, -5.796557, -3.009102], [-1.313798, -6.582795, -3.538040], [0.613450, -5.363964, -2.615672], [2.971150, -5.326567, -1.097035], [4.687315, -5.847326, -2.779176], [5.035994, -4.345467, -4.712476], [3.652249, -2.303147, -4.945719], [1.955519, -1.763724, -3.243165], [-0.790861, -4.533317, 1.008813], [-0.444568, -5.725244, 3.133508], [1.825864, -5.909416, 4.104940], [3.750115, -4.883200, 2.925991], [3.401317, -3.665838, 0.823142]],
  "forces_ev_per_angstrom": [[-0.02, 0.11, 0.45], [-0.06, 0.01, -0.07], [-0.05, 0.05, 0.01], [0.10, -0.09, 0.17], [0.03, 0.17, -0.12], [-0.07, -0.04, -0.09], [0.02, 0.13, -0.12], [0.05, -0.01, 0.05], [0.00, 0.02, -0.06], [-0.02, -0.03, 0.00], [0.01, 0.01, 0.02], [-0.01, -0.02, -0.01], [0.01, -0.06, 0.00], [0.04, 0.07, 0.00], [0.04, 0.01, -0.05], [-0.02, -0.01, 0.02], [-0.03, -0.01, 0.05], [0.00, 0.00, 0.01], [0.00, 0.01, 0.00], [0.00, 0.00, 0.00], [0.00, -0.01, 0.00], [-0.03, 0.02, -0.02], [0.02, -0.01, -0.01], [0.00, -0.05, -0.11], [0.01, 0.04, 0.02], [0.06, -0.04, 0.10], [0.04, -0.03, 0.07], [-0.02, 0.00, 0.03], [0.01, -0.01, 0.01], [0.01, 0.00, 0.00], [-0.04, 0.00, -0.03], [0.01, -0.04, -0.09], [-0.12, 0.07, -0.17], [0.03, -0.07, 0.04], [0.02, 0.04, 0.01], [0.01, 0.01, 0.00], [-0.01, -0.02, 0.00], [0.00, 0.01, -0.03], [0.02, -0.01, -0.01], [-0.01, -0.03, 0.08], [0.00, 0.00, -0.01], [-0.01, -0.01, -0.03], [-0.03, 0.01, 0.02], [0.05, 0.03, 0.00], [-0.02, -0.02, -0.01], [0.00, 0.01, 0.01], [0.00, -0.01, 0.01], [0.00, 0.00, -0.01], [0.00, 0.00, 0.01], [0.02, 0.00, 0.03], [0.00, 0.00, -0.01], [0.00, 0.00, -0.01], [0.00, 0.00, 0.00], [0.00, 0.00, 0.01], [-0.02, 0.01, -0.02], [0.00, 0.00, -0.01], [0.01, 0.00, 0.01], [0.00, 0.00, 0.01], [0.00, 0.02, -0.01], [0.04, -0.06, -0.04], [-0.05, 0.04, 0.01], [0.04, -0.01, -0.01], [-0.01, -0.03, 0.01], [-0.01, -0.05, 0.01], [0.04, -0.03, 0.00], [0.03, -0.07, 0.01], [-0.05, -0.10, -0.02], [0.02, -0.02, 0.04], [0.00, -0.01, 0.04], [-0.04, -0.03, -0.07], [0.01, 0.03, 0.00], [0.03, -0.07, 0.00], [0.06, 0.08, -0.06], [-0.02, 0.06, 0.00], [0.01, 0.00, 0.02], [0.01, 0.01, 0.00], [0.00, 0.01, -0.01], [0.01, 0.00, 0.01], [0.02, -0.01, 0.01], [-0.03, 0.01, -0.03], [-0.01, -0.07, 0.02], [-0.06, 0.06, 0.01], [0.00, 0.01, -0.02], [0.01, -0.01, 0.00], [0.00, 0.00, -0.01], [0.01, 0.00, -0.03], [0.10, -0.03, 0.00], [-0.23, -0.12, -0.05], [0.03, 0.10, 0.03], [-0.01, -0.02, -0.01], [0.00, -0.02, 0.03], [0.00, 0.01, -0.02], [0.02, -0.01, -0.02], [0.01, 0.02, 0.02], [0.01, 0.06, -0.01], [-0.02, -0.02, 0.01], [-0.01, 0.01, -0.01], [0.01, 0.00, 0.01], [0.00, 0.01, 0.01], [0.04, 0.04, -0.04], [0.00, 0.00, 0.00], [0.00, 0.00, 0.00], [0.00, 0.00, 0.00], [0.00, 0.00, 0.01], [0.00, 0.01, 0.03], [0.00, 0.00, 0.00], [0.00, 0.00, 0.00], [0.00, 0.00, 0.00], [-0.01, 0.00, 0.00], [0.00, 0.00, -0.01], [-0.01, 0.00, 0.01], [0.00, 0.00, 0.00], [0.00, 0.00, 0.00], [-0.02, -0.01, -0.02]],
  "homo_lumo_gap_ev": 6.480,
  "e_above_lowest_ev": 0.000,
  "lumo_ev": 1.9850,
  "e_homo_ev": -4.495,
  "e_tot_ev": -201335.3231,
  "charge": -1
}

***

Record 3
{
  "formula": "C6H14O",
  "method": "ωB97M-V with the def2-TZVPD basis set",
  "species": ["C", "C", "C", "C", "C", "C", "O", "H", "H", "H", "H", "H", "H", "H", "H", "H", "H", "H", "H", "H", "H"],
  "coordinates": [[-2.425920, 0.020570, -1.184915], [-1.100472, -0.430371, -0.572953], [-1.027922, -0.472656, 0.944784], [0.084800, 0.467656, -0.884346], [1.254085, -0.108945, -0.142380], [2.380948, 0.797584, 0.219538], [1.363634, -1.149863, 1.793141], [-3.236677, -0.632857, -0.843582], [-2.409648, -0.011784, -2.282242], [-2.673174, 1.044166, -0.876541], [-0.866586, -1.431667, -0.967369], [-1.738638, -1.174477, 1.402250], [-1.215080, 0.529875, 1.361264], [0.305622, -0.927839, 1.523180], [-0.119820, 1.493717, -0.548798], [0.368945, 0.525991, -1.951406], [1.503454, -1.128127, -0.418209], [2.061929, 1.523955, 0.974731], [2.655369, 1.380711, -0.672744], [3.248384, 0.250914, 0.590271], [1.586773, -0.566561, 2.536331]],
  "forces_ev_per_angstrom": [[-0.06, 0.02, -0.02], [0.07, -0.04, -0.05], [-0.29, 0.05, -0.12], [0.02, 0.02, 0.07], [-0.04, 0.17, -0.32], [-0.02, -0.05, 0.08], [-0.02, 0.07, 0.35], [0.12, 0.10, -0.05], [0.00, 0.02, 0.16], [0.05, -0.13, -0.02], [-0.02, 0.11, 0.05], [0.14, 0.06, -0.04], [0.08, -0.13, -0.05], [0.21, 0.03, 0.00], [0.03, -0.14, -0.02], [-0.01, -0.03, 0.12], [-0.06, 0.11, 0.08], [0.03, -0.09, -0.13], [-0.07, -0.09, 0.07], [-0.13, 0.08, -0.06], [-0.02, -0.17, -0.10]],
  "homo_lumo_gap_ev": [7.054, 6.960],
  "e_above_lowest_ev": 4.686,
  "lumo_ev": [-0.3278, -0.3785],
  "e_homo_ev": [-7.382, -7.338],
  "e_tot_ev": -8492.2059,
  "charge": 0
}